Record 1
Below is an isolated molecule of CH2N2O2S in a non-equilibrium geometry, with properties calculated with wB97M-V/def2-TZVPD.

Positions of all 8 atoms, in Å:
1 C 1.96 0.11 0.11
2 N 3.07 0.26 -0.13
3 N 0.68 -0.18 0.52
4 O -2.58 -0.25 0.55
5 O -0.29 -0.10 -0.54
6 S -1.66 0.69 -0.12
7 H -1.99 0.51 -1.41
8 H 0.82 -1.04 1.01

The calculation puts the molar mass at 106.1 u. Its expectation value of S² is 2.01. Its HOMO-LUMO gap (alpha / beta) is 6.656 / 6.953 eV. Its multiplicity is 3. The calculation puts the relative energy (zero: lowest compared OMol25 entry of this formula, charge and spin) at 4.695 eV.

***

Record 2
Below is a cluster of 2 separate species, C3H3NO2 in total in a non-equilibrium geometry, with properties calculated with wB97M-V/def2-TZVPD.

Positions of all 9 atoms, in Å:
1 C 1.01 -0.19 0.63
2 O 0.36 -0.65 -0.51
3 C -0.79 -0.34 -1.11
4 O -1.11 -0.90 -2.11
5 C -1.54 0.72 -0.41
6 N -1.23 1.30 0.56
7 H 0.29 0.89 1.42
8 H 1.06 -1.08 1.28
9 H 1.94 0.26 0.24

The calculation puts the molar mass at 85.1 u. Its HOMO-LUMO gap is 11.325 eV. The calculation puts the relative energy (zero: lowest compared OMol25 entry of this formula, charge and spin) at 4.087 eV.